1.
C2HFN2O2 | wB97M-V/def2-TZVPD

Strongest force on any atom: 0.0522 hartree/bohr
Energy: -436.6290 a.u.
SMILES: O=c1nc(F)o[nH]1
Kohn-Sham gap: 0.4146 hartree

Each line ends with the Mulliken charge.
Element x y z (Å)
O  -2.2859  -0.5636  0.0987  -0.5319
C  -1.1255  -0.2238  -0.0503  0.4751
N  -0.0141  -1.0324  -0.0837  -0.3890
C  0.9412  -0.1856  0.0235  0.6452
F  2.1942  -0.4858  0.0279  -0.1918
O  0.7029  1.0943  0.0685  -0.1887
N  -0.6836  1.1478  -0.1858  -0.0945
H  -1.0935  1.7738  0.4590  0.2755

Cartesian forces, eV/Å:
1.7 0.9 -0.5
-2.6 -0.2 0.5
1.1 0.3 0.1
0.0 -1.5 -0.5
0.3 0.0 0.2
0.2 0.9 0.0
-0.2 -1.3 -0.7
-0.5 0.8 0.8

2.
C2HFN2O2 | wB97M-V/def2-TZVPD

Strongest force on any atom: 0.0724 hartree/bohr
Energy: -436.4862 a.u.
SMILES: O=c1c(=O)n1NF
Kohn-Sham gap: 0.3794 hartree

Each line ends with the Mulliken charge.
Element x y z (Å)
O  1.6710  1.3125  1.0553  -0.4102
C  0.8945  0.9836  0.2627  0.3745
C  0.1505  0.9224  -0.9975  0.3774
O  -0.3914  1.2490  -2.0045  -0.4833
N  0.0515  -0.1237  -0.0506  0.2088
N  -0.4151  -1.3546  0.2695  -0.2334
F  -0.5169  -1.4747  1.6588  -0.1532
H  -1.4440  -1.5145  -0.1938  0.3194

Cartesian forces, eV/Å:
1.2 1.1 1.5
-0.7 -1.9 -1.5
-1.7 -0.2 -0.1
0.8 0.0 0.1
0.5 1.8 0.2
-2.5 -2.1 -1.8
-0.3 0.5 -0.4
2.9 0.8 1.8

3.
C2HFO2Pm | wB97M-V/def2-TZVPD

Strongest force on any atom: 0.0937 hartree/bohr
Expectation value of S²: 8.76
Energy: -935.3509 a.u.
Spin multiplicity: 6
Kohn-Sham gap (alpha / beta): 0.1560 / 0.1572 hartree

Each line ends with the Mulliken charge.
Element x y z (Å)
C  -1.2329  -2.1313  -0.0389  0.0638
C  -0.1903  -1.4940  -0.0111  0.2308
O  -2.5567  -2.3128  -0.0204  -0.5382
H  -3.0332  -1.4498  0.0295  0.3259
Pm  0.8320  1.9876  0.1140  1.5718
O  0.6596  -0.5353  0.0094  -0.8540
F  -1.7140  1.6206  0.1391  -0.8001

Cartesian forces, eV/Å:
1.7 1.3 0.1
-2.6 0.5 0.0
-1.0 -0.2 0.0
0.9 -0.7 0.0
-3.5 -3.3 -0.1
1.8 1.6 0.1
2.6 0.9 0.0

> Among the records above, which one has the highest energy?

number 2

> What is the energy in the first record?

-436.6290 a.u.